# 1
{"formula": "C4H12N3O", "method": "wB97M-V/def2-TZVPD", "elements": ["N", "C", "C", "N", "C", "C", "N", "O", "H", "H", "H", "H", "H", "H", "H", "H", "H", "H", "H", "H"], "positions_angstrom": [[2.20, -1.93, -0.76], [1.23, -1.62, 0.25], [-0.06, -1.00, -0.37], [-0.76, -0.33, 0.72], [-1.74, 0.69, 0.32], [-1.32, 2.12, 0.65], [0.10, 2.16, 0.37], [0.26, -0.16, -1.31], [1.98, -2.03, -1.73], [-0.82, -1.70, -0.73], [3.11, -2.34, -0.57], [0.97, -2.57, 0.74], [1.72, -0.96, 0.96], [-1.19, -0.94, 1.41], [-1.96, 0.60, -0.76], [-2.66, 0.48, 0.88], [-1.54, 2.45, 1.66], [-1.91, 2.76, -0.03], [0.57, 3.04, 0.29], [0.38, 1.64, -0.45]], "orbital_gap_ev": 4.61, "total_charge": 1, "de_lowest_kj_mol": 680.4, "spin_multiplicity": 1}

# 2
{"formula": "C4H13N2O2", "method": "wB97M-V/def2-TZVPD", "elements": ["C", "C", "C", "C", "N", "O", "N", "H", "H", "H", "H", "H", "H", "H", "H", "H", "H", "H", "H", "H", "O"], "positions_angstrom": [[-0.50, -0.03, -1.12], [0.06, -1.44, -0.83], [1.12, -1.62, 0.20], [0.79, -1.52, 1.64], [0.44, -2.74, 2.45], [-0.30, -0.66, 1.86], [0.64, 0.72, -1.59], [-1.34, 0.02, -1.87], [-0.81, 0.35, -0.16], [-0.77, -2.09, -0.63], [0.51, -1.81, -1.75], [2.09, -1.75, -0.28], [1.72, -1.09, 2.18], [1.31, -2.88, 3.03], [0.42, -3.48, 1.72], [-0.74, -0.98, 2.66], [0.53, 1.75, -1.59], [1.37, 0.50, -0.86], [-1.64, 5.79, -3.16], [-2.57, 6.26, -1.99], [-1.75, 5.81, -2.19]], "orbital_gap_ev": [3.51, 2.28], "total_charge": 2, "de_lowest_kj_mol": 502.7, "s_squared": 0.75, "spin_multiplicity": 2}

# 3
{"formula": "C3H5N3S2", "method": "wB97M-V/def2-TZVPD", "elements": ["C", "C", "C", "H", "H", "H", "H", "H", "N", "N", "N", "S", "S"], "positions_angstrom": [[0.78, 1.09, -1.52], [-0.53, -0.68, 1.47], [0.20, -0.98, 0.05], [0.07, 2.20, -1.64], [0.56, 0.40, -2.55], [2.00, 1.24, -1.41], [-0.76, 1.82, -0.15], [-1.11, -3.01, 1.82], [0.17, 0.32, -0.43], [-0.32, 1.21, 0.57], [-1.08, 0.47, 1.48], [-0.75, -1.72, 2.97], [0.79, -2.35, -0.65]], "orbital_gap_ev": 8.38, "de_lowest_kj_mol": 520.4, "spin_multiplicity": 1}

# 4
{"formula": "C27H38N4O2", "method": "wB97M-V/def2-TZVPD", "elements": ["C", "H", "H", "H", "C", "C", "C", "C", "C", "C", "C", "H", "H", "N", "C", "O", "N", "C", "H", "H", "C", "N", "C", "C", "O", "C", "C", "H", "H", "H", "H", "H", "H", "H", "H", "H", "H", "C", "C", "C", "C", "C", "C", "C", "H", "H", "N", "C", "C", "H", "H", "H", "H", "H", "C", "C", "C", "H", "H", "H", "H", "H", "H", "H", "H", "H", "H", "H", "H", "H", "H"], "positions_angstrom": [[-7.45, -0.88, 2.04], [-8.42, -1.10, 2.48], [-7.12, 0.10, 2.39], [-6.73, -1.62, 2.39], [-7.53, -0.89, 0.51], [-6.19, -0.59, -0.09], [-5.28, -1.61, -0.35], [-4.02, -1.34, -0.86], [-3.64, -0.03, -1.13], [-4.56, 1.00, -0.89], [-5.81, 0.71, -0.37], [-6.50, 1.52, -0.19], [-4.28, 2.02, -1.11], [-2.39, 0.31, -1.64], [-1.27, -0.50, -1.84], [-0.65, -0.40, -2.89], [-0.94, -1.37, -0.85], [-1.22, -1.12, 0.55], [-1.15, -2.07, 1.08], [-2.24, -0.75, 0.65], [-0.25, -0.11, 1.19], [-0.25, 1.14, 0.47], [-1.29, 2.06, 0.91], [-1.30, 3.27, -0.02], [-0.05, 3.92, -0.05], [0.96, 3.02, -0.45], [1.03, 1.82, 0.49], [1.80, 1.13, 0.14], [1.29, 2.17, 1.51], [1.89, 3.59, -0.44], [0.75, 2.66, -1.47], [-2.02, 4.02, 0.32], [-1.57, 2.94, -1.03], [-2.26, 1.56, 0.87], [-1.11, 2.40, 1.95], [0.76, -0.53, 1.16], [-0.54, 0.01, 2.25], [0.11, -2.34, -1.15], [1.50, -1.91, -0.78], [2.14, -0.93, -1.52], [3.41, -0.47, -1.20], [4.09, -1.01, -0.10], [3.45, -2.03, 0.63], [2.18, -2.46, 0.29], [1.72, -3.25, 0.88], [3.93, -2.49, 1.47], [5.37, -0.59, 0.22], [6.00, -0.97, 1.46], [5.44, -0.23, 2.68], [5.94, -0.58, 3.58], [4.38, -0.41, 2.77], [5.61, 0.84, 2.58], [5.90, -2.05, 1.60], [7.07, -0.75, 1.36], [5.86, 0.62, -0.40], [5.54, 0.60, -1.89], [4.03, 0.60, -2.05], [3.75, 0.45, -3.10], [3.63, 1.58, -1.75], [5.99, 1.46, -2.38], [5.96, -0.31, -2.33], [6.95, 0.66, -0.25], [5.42, 1.51, 0.06], [1.63, -0.49, -2.37], [-0.15, -3.27, -0.61], [0.06, -2.53, -2.22], [-2.40, 1.09, -2.29], [-3.34, -2.15, -1.08], [-5.56, -2.64, -0.15], [-8.26, -0.15, 0.18], [-7.87, -1.88, 0.18]], "orbital_gap_ev": 8.24, "de_lowest_kj_mol": 0.0, "smiles": "CCc1ccc(NC(=O)N(CCN2CCOCC2)Cc2ccc3c(c2)CCCN3CC)cc1", "spin_multiplicity": 1}

# 5
{"formula": "C17H24AlO6RbS2", "method": "wB97M-V/def2-TZVPD", "elements": ["C", "C", "C", "C", "C", "C", "C", "O", "Al", "O", "C", "S", "C", "C", "O", "O", "C", "C", "C", "O", "C", "O", "C", "S", "C", "C", "H", "H", "H", "H", "H", "H", "H", "H", "H", "H", "H", "H", "H", "H", "H", "H", "H", "H", "H", "H", "H", "H", "H", "H", "Rb"], "positions_angstrom": [[-5.25, -1.42, 2.15], [-3.88, -0.60, 2.55], [-3.33, 0.70, 1.66], [-1.92, 1.46, 2.08], [-1.05, 0.96, 3.39], [0.34, 1.72, 3.88], [1.68, 0.88, 3.38], [2.16, -0.24, 4.24], [3.68, -0.89, 3.31], [3.16, -0.18, 1.62], [1.81, 0.43, 1.81], [1.81, 2.03, 0.82], [0.93, 1.79, -0.84], [1.76, 2.69, -1.93], [2.52, 3.71, -1.45], [1.74, 2.54, -3.39], [1.74, 1.13, -3.82], [0.27, 0.41, -3.87], [-0.99, 1.41, -4.17], [0.35, -0.63, -4.95], [-0.17, -1.92, -4.47], [-1.43, -2.08, -4.00], [0.73, -3.33, -4.51], [1.22, -3.58, -6.30], [-1.60, -0.33, 4.29], [-2.99, -1.10, 3.86], [-5.71, -1.09, 1.10], [-5.11, -2.59, 2.19], [-6.06, -1.12, 2.96], [-3.99, 1.04, 0.76], [-1.54, 2.35, 1.42], [0.44, 1.77, 5.06], [0.46, 2.80, 3.39], [2.56, 1.65, 3.51], [5.13, -0.58, 3.86], [3.57, -2.49, 3.18], [1.09, -0.45, 1.45], [0.98, 0.64, -1.06], [-0.18, 2.18, -0.72], [2.16, 1.12, -4.94], [2.55, 0.52, -3.19], [0.06, -0.19, -2.87], [-0.81, 2.53, -3.92], [-1.32, 1.37, -5.32], [-1.89, 1.05, -3.47], [0.02, -4.24, -4.21], [1.64, -3.28, -3.75], [1.68, -4.88, -6.56], [-0.98, -0.69, 5.23], [-3.35, -2.02, 4.51], [5.30, -0.96, 6.00]], "orbital_gap_ev": 6.41, "spin_multiplicity": 1}

# 6
{"formula": "C7H9BO3", "method": "wB97M-V/def2-TZVPD", "elements": ["B", "C", "C", "C", "C", "C", "C", "C", "O", "O", "O", "H", "H", "H", "H", "H", "H", "H", "H", "H"], "positions_angstrom": [[1.74, 0.64, 1.03], [0.18, 1.54, -0.94], [-1.01, 1.75, -1.60], [0.59, 0.58, -0.03], [-1.63, -2.49, 0.17], [-0.32, -0.45, 0.32], [-1.36, 2.90, -2.29], [-0.83, -3.70, 0.63], [-0.89, -1.49, 0.22], [1.64, 0.16, 2.27], [2.83, 1.37, 0.54], [0.99, 2.20, -1.26], [-1.90, 1.09, -1.39], [-0.90, 3.95, -2.50], [-2.32, 2.98, -2.81], [-1.25, -4.53, 0.10], [-1.01, -3.89, 1.65], [0.20, -3.46, 0.34], [2.47, 0.25, 2.84], [3.51, 1.54, 1.18]], "orbital_gap_ev": [6.56, 6.65], "de_lowest_kj_mol": 905.8, "spin_multiplicity": 1}

# 7
{"formula": "C3H9NO", "method": "wB97M-V/def2-TZVPD", "elements": ["C", "N", "C", "C", "O", "H", "H", "H", "H", "H", "H", "H", "H", "H"], "positions_angstrom": [[0.54, -0.35, -1.34], [0.54, -1.70, -0.99], [-0.54, 0.53, 1.86], [-0.27, -0.76, 1.60], [-0.27, 1.90, -0.57], [1.21, -0.11, -2.17], [0.80, 0.31, -0.49], [-0.49, 0.04, -1.57], [0.41, -2.18, -1.91], [-0.13, 1.13, 1.03], [-1.17, 0.90, 2.66], [-0.80, -1.66, 1.82], [0.50, -0.87, 0.87], [-0.35, 2.84, -0.79]], "orbital_gap_ev": 5.10, "de_lowest_kj_mol": 885.7, "spin_multiplicity": 1}

# 8
{"formula": "C7H15N3", "method": "wB97M-V/def2-TZVPD", "elements": ["C", "C", "C", "C", "C", "C", "N", "N", "C", "N", "H", "H", "H", "H", "H", "H", "H", "H", "H", "H", "H", "H", "H", "H", "H"], "positions_angstrom": [[1.90, -0.33, 0.07], [-0.31, -1.57, -0.09], [3.04, -0.01, -0.89], [-1.58, 0.76, 1.52], [0.50, -0.49, -0.74], [-2.15, 0.14, 0.28], [1.65, 0.67, 1.10], [-3.33, 0.71, -0.15], [-1.64, -0.95, -0.37], [0.43, 0.16, -1.82], [2.16, -1.27, 0.58], [2.51, 0.82, 1.63], [1.43, 1.55, 0.65], [-3.50, 1.67, 0.09], [-3.61, 0.45, -1.09], [-0.53, 0.35, -2.13], [-0.08, -1.66, 0.98], [-0.17, -2.51, -0.62], [-2.27, -1.48, -1.07], [3.14, -0.78, -1.65], [2.83, 0.94, -1.40], [3.99, 0.08, -0.36], [-1.08, 1.69, 1.25], [-2.39, 1.01, 2.20], [-0.92, 0.07, 2.03]], "orbital_gap_ev": 8.59, "de_lowest_kj_mol": 105.7, "smiles": "[H]/N=C(\\C/C=C(\\C)N)[C@@H](C)N", "spin_multiplicity": 1}